[1]
{
  "formula": "C19H21FeN2O",
  "method": "ωB97M-V with the def2-TZVPD basis set",
  "e_homo_ev": [-0.565, -2.454],
  "s2": 6.104,
  "charge": -1,
  "multiplicity": 5,
  "de_lowest_ev": 0.000,
  "symbols": ["H", "H", "C", "H", "C", "C", "C", "C", "H", "H", "H", "C", "C", "H", "C", "C", "C", "H", "C", "H", "H", "C", "C", "C", "C", "N", "Fe", "C", "H", "H", "C", "O", "C", "H", "H", "H", "H", "H", "H", "H", "H", "N", "H", "C"],
  "positions_angstrom": [[-1.4624, 0.3640, 2.1904], [-1.4424, -4.0398, 0.6664], [-2.2610, -3.0386, -1.7037], [-0.6616, 5.2699, -0.3849], [0.1611, 2.8930, 1.8793], [-0.4854, 3.3020, 0.6218], [2.3183, 2.0907, -0.3860], [-1.4283, -4.7968, -0.1185], [0.9912, 6.1916, 1.6218], [2.0385, 1.0505, -0.5419], [-0.6749, -8.1124, -0.5905], [0.6662, 5.1624, 1.4730], [-1.4501, -6.7607, -2.1099], [0.9035, 1.4001, 3.1922], [2.0597, 3.1943, -1.3051], [-1.8383, -4.4482, -1.4047], [0.3031, 1.5577, 2.3085], [2.8343, 5.3267, -1.3110], [3.4108, 4.0117, 0.4432], [-0.4711, 0.3794, 0.6865], [-1.6617, -0.4304, -1.9161], [-0.4341, 0.3855, 1.7869], [3.1553, 2.5996, 0.6992], [-0.2046, 4.6885, 0.4066], [0.9431, 4.0674, 2.3551], [-1.7862, -2.0970, -0.8498], [1.4695, 3.6153, 0.5429], [-1.0048, -6.1035, 0.1799], [-1.1250, 2.6243, 0.0630], [0.0575, -0.5415, 2.1457], [-1.0109, -7.0936, -0.8147], [-3.0078, -2.7625, -2.6420], [-1.8796, -5.4524, -2.3980], [1.5590, 3.1177, -2.2678], [3.6028, 2.0048, 1.4935], [-2.2316, -5.2049, -3.4014], [4.0914, 4.6490, 1.0057], [-1.0493, -2.2909, -0.1912], [-0.6689, -6.3466, 1.1893], [1.5337, 4.1061, 3.2725], [-3.0772, -0.6660, -1.1992], [-2.0628, -0.7144, -1.0028], [-1.4537, -7.5283, -2.8926], [2.7347, 4.3762, -0.7918]],
  "nbo_charge": [0.186, 0.215, 0.629, 0.211, -0.158, -0.395, -0.354, -0.183, 0.214, 0.217, 0.213, -0.342, -0.221, 0.168, -0.350, -0.142, -0.224, 0.215, -0.347, 0.214, 0.351, -0.652, -0.349, -0.342, -0.370, -0.454, 0.549, -0.217, 0.219, 0.185, -0.205, -0.634, -0.160, 0.216, 0.220, 0.234, 0.216, 0.397, 0.216, 0.216, 0.359, -0.613, 0.214, -0.365]
}

---

[2]
{
  "formula": "C2H6N3",
  "method": "ωB97M-V with the def2-TZVPD basis set",
  "e_homo_ev": -14.896,
  "charge": 1,
  "de_lowest_ev": 1.961,
  "symbols": ["H", "N", "H", "C", "N", "H", "N", "H", "H", "H", "C"],
  "positions_angstrom": [[1.4882, -0.4654, 1.2020], [-1.7312, -0.5871, 0.0017], [2.5727, -0.2458, -0.2009], [-0.6505, 0.1819, -0.1191], [1.5893, -0.4770, 0.1522], [0.7628, 0.0548, -1.7127], [-0.2609, 1.4002, 0.1448], [-0.6463, 2.2666, 0.5980], [-2.4945, -0.0834, 0.4342], [-1.9086, -1.5317, -0.4689], [0.6601, 0.0035, -0.6207]],
  "nbo_charge": [0.438, -0.757, 0.433, 0.407, -0.695, 0.260, -0.652, 0.447, 0.429, 0.460, 0.230]
}

---

[3]
{
  "formula": "C43H33BrFeN9O4",
  "method": "ωB97M-V with the def2-TZVPD basis set",
  "e_homo_ev": [-11.886, -13.170],
  "s2": 0.778,
  "charge": 2,
  "multiplicity": 2,
  "symbols": ["H", "H", "C", "H", "C", "C", "N", "C", "O", "H", "H", "C", "C", "C", "C", "H", "H", "C", "C", "H", "C", "C", "H", "H", "N", "H", "C", "H", "Br", "C", "N", "C", "H", "C", "C", "C", "H", "H", "N", "N", "H", "H", "H", "C", "Fe", "H", "H", "H", "C", "C", "H", "H", "H", "C", "H", "H", "H", "C", "N", "N", "C", "C", "H", "H", "C", "C", "C", "C", "N", "C", "C", "C", "C", "C", "H", "H", "H", "C", "C", "C", "O", "O", "C", "N", "C", "C", "C", "O", "H", "C", "C"],
  "positions_angstrom": [[-4.0834, 0.9674, -1.1251], [-3.8415, -1.6044, 0.4712], [2.2095, 0.9249, -5.1516], [2.6318, 1.2256, -6.1007], [4.8140, -0.3979, 1.6135], [3.7197, -2.2412, -0.1467], [-0.8615, 1.0763, 2.6856], [-0.6270, 3.3698, -1.8329], [-0.8892, 1.6350, -0.2435], [0.2542, 3.1122, 5.0872], [-4.4165, -3.2227, -3.7622], [-2.0709, 1.5831, 2.4669], [-1.5509, -1.5995, -1.8188], [0.6755, -0.2586, -1.4091], [2.4074, 0.8286, -0.4223], [-3.5199, 3.0784, 2.9921], [2.8894, 1.1987, 0.4676], [-0.1404, 2.5865, -0.6435], [2.9322, 1.0928, -4.0006], [3.8830, 1.4829, -1.6201], [-3.8694, -2.0082, -2.0921], [-1.5717, 2.8164, -2.6919], [3.9170, 1.5415, -4.0123], [-2.0197, 4.0750, 4.7170], [-2.3110, -0.3045, 0.9868], [-2.0692, -3.6852, -4.4181], [1.2298, 0.8598, 3.6027], [5.4660, -1.9023, -1.3543], [-3.1930, 2.8272, -5.0300], [-0.0455, 1.6040, 3.5871], [-0.0296, -1.8674, 0.2503], [1.0866, 0.0948, -2.7277], [5.2801, 0.3050, 2.2898], [-1.7327, -4.1914, 3.9527], [-4.2430, 0.4197, -0.1973], [-1.0345, -1.9123, 3.9953], [-2.0890, -5.0825, 4.4515], [-5.2934, 0.1709, -0.0774], [-0.5163, -1.0015, -1.0090], [1.4334, -0.1212, 2.8047], [3.2991, -2.9843, -0.8127], [-1.0569, -3.7110, -0.1480], [3.7924, 0.0350, 4.9990], [-0.4216, 2.6937, 4.3553], [-0.2898, -0.4150, 1.5608], [-1.6981, 5.3900, -4.8750], [-0.2208, -2.6430, -3.1397], [2.6204, -1.5851, 3.7156], [0.8997, 0.4010, -5.1123], [0.3481, -0.0138, -3.9331], [-1.9941, 1.8408, -2.4897], [2.1121, -2.3957, 1.2515], [6.4448, -0.2727, 0.2291], [-0.1285, 4.6298, -2.1352], [0.6137, 5.0796, -1.4857], [0.3259, 0.3433, -6.0265], [-0.8394, -0.9852, 4.5191], [-2.7733, 0.8200, 1.4092], [2.9892, 1.0059, -1.5935], [1.2708, 0.1485, -0.3266], [-1.9477, 3.5423, -3.8039], [3.5885, -0.9835, 1.9134], [4.0156, 1.1254, 3.6093], [-0.9968, -0.2228, -0.5162], [2.7810, -0.6594, 3.1545], [-1.6890, 3.2230, 4.1390], [3.3389, 0.4243, 4.0928], [3.0598, -1.9209, 1.0273], [-0.5107, 5.3438, -3.1902], [-2.8495, -1.4182, -1.3417], [-3.3001, -0.7898, -0.0195], [-2.5358, 2.6735, 3.1794], [-2.2858, -3.0327, -3.5839], [-3.6003, -2.7813, -3.2072], [-1.6855, -5.0916, 2.0067], [-1.6424, -2.9792, 5.7438], [-0.6670, -0.3765, -3.9101], [-1.0574, -3.0345, 1.9638], [5.4819, -0.7215, 0.4355], [-1.5140, -4.1994, 2.5932], [0.9896, 2.8517, -0.1872], [-3.8873, 1.3009, 0.9052], [-0.7784, -2.9360, 0.5569], [-0.8183, -1.9031, 2.6796], [-1.2521, -2.4507, -2.8726], [4.9342, -1.6357, -0.4500], [-1.4027, 4.8027, -4.0131], [2.1629, 1.1972, 4.4756], [-4.8979, -1.8950, -1.7697], [2.3485, 0.7154, -2.7837], [-1.4862, -3.0258, 4.6762]],
  "lowdin_charge": [0.138, 0.163, -0.004, 0.130, -0.038, -0.070, 0.095, -0.114, -0.063, 0.137, 0.123, -0.126, -0.180, -0.120, -0.072, 0.138, 0.151, -0.567, 0.026, 0.189, -0.004, -0.077, 0.133, 0.130, 0.103, 0.123, -0.300, 0.112, 0.755, -0.134, 0.008, -0.035, 0.109, -0.034, -0.021, -0.089, 0.122, 0.142, 0.051, 0.139, 0.112, 0.128, 0.145, 0.063, 0.540, 0.111, 0.132, 0.164, -0.013, 0.003, 0.093, 0.099, 0.114, -0.073, 0.123, 0.127, 0.115, -0.299, 0.213, 0.154, -0.671, -0.190, 0.123, 0.102, -0.187, 0.013, -0.032, -0.054, 0.092, -0.091, -0.168, 0.067, -0.034, -0.029, 0.124, 0.116, 0.108, -0.240, -0.073, 0.003, 0.017, 0.085, -0.092, 0.020, -0.028, -0.081, -0.168, 0.068, 0.132, -0.120, -0.031]
}

---

[4]
{
  "formula": "C4H13NO3",
  "method": "ωB97M-V with the def2-TZVPD basis set",
  "e_homo_ev": -9.329,
  "smiles": "CN[C@@H](C)C=O.O.O",
  "de_lowest_ev": 1.690,
  "symbols": ["H", "H", "H", "O", "H", "H", "H", "H", "C", "H", "C", "O", "C", "C", "H", "H", "H", "O", "H", "N", "H"],
  "positions_angstrom": [[-1.9259, 1.4176, 1.0991], [1.3312, -1.9157, -1.4558], [-1.8373, -0.7945, 0.4213], [0.1345, 1.0820, 3.1869], [-0.9882, -2.3351, -2.2612], [-0.0959, -0.9647, 0.7153], [-1.1025, 1.4285, -0.9663], [1.6357, 1.6065, 0.0621], [-1.0069, -0.4894, 1.0681], [-0.5827, -0.8827, -1.9174], [0.9195, 1.1426, -0.6302], [-0.4323, -1.5955, -2.5454], [-0.9070, 1.0287, 1.0112], [-0.0869, 1.6195, 2.1336], [0.2946, 2.6332, 1.9139], [1.1137, 0.0750, -0.5700], [-1.1537, -0.8629, 2.0830], [1.6884, -2.2705, -0.6314], [1.1987, 1.5171, -1.6057], [-0.4126, 1.5968, -0.2398], [2.2155, -3.0364, -0.8711]],
  "nbo_charge": [0.221, 0.487, 0.195, -0.513, 0.482, 0.229, 0.354, 0.197, -0.644, 0.474, -0.443, -0.947, -0.170, 0.437, 0.116, 0.184, 0.242, -0.966, 0.212, -0.620, 0.474]
}